Density functional theory data (the ωB97M-V functional and the def2-TZVPD basis) for C2HFeO4 as an isolated structure at a distorted geometry.

<S²>	8.754
largest force on an atom	2.1	eV Å⁻¹
frontier orbital gap (alpha / beta)	8.179 / 9.790	eV
HOMO (alpha / beta)	-8.08 / -11.21	eV
M	144.9	g/mol
multiplicity	6
LUMO level (alpha / beta)	0.10 / -1.42	eV

Positions of all 8 atoms, in Å:
O -0.184 -2.203 0.386
C 0.473 -1.207 0.490
O 0.265 -0.150 -0.314
C -0.443 1.077 0.156
O -0.710 1.189 1.321
O -0.694 1.732 -0.879
Fe 0.003 0.597 -2.372
H 1.290 -1.035 1.212

Density functional theory data (the ωB97M-V functional and the def2-TZVPD basis) for C2HI2N as an isolated structure at a distorted geometry.

largest force on an atom	4.5	eV Å⁻¹
frontier orbital gap (alpha / beta)	7.830 / 7.830	eV
HOMO (alpha / beta)	-10.14 / -10.14	eV
M	292.8	g/mol
LUMO level (alpha / beta)	-2.31 / -2.31	eV

Positions of all 6 atoms, in Å:
C -0.290 -1.554 1.618
C 0.373 0.531 0.568
N -0.477 -2.276 2.480
I 2.440 0.474 0.529
I -0.693 2.037 1.490
H -0.090 0.147 -0.326

Density functional theory data (the ωB97M-V functional and the def2-TZVPD basis) for a 2-piece molecular cluster, C2HI2N3 overall at a distorted geometry.

largest force on an atom	2.4	eV Å⁻¹
frontier orbital gap	7.774	eV
HOMO	-8.52	eV
M	320.9	g/mol
LUMO level	-0.75	eV

Positions of all 8 atoms, in Å:
C 1.470 1.007 -0.687
C -1.285 -1.025 0.623
N 2.599 0.636 -1.083
N 0.342 1.315 -0.413
N -2.263 -1.294 1.163
I 3.041 -0.931 -2.231
I -0.898 1.970 0.988
H -3.006 -1.678 1.640

Density functional theory data (the ωB97M-V functional and the def2-TZVPD basis) for a 2-piece molecular cluster, C2HI3 overall at a distorted geometry.

largest force on an atom	3.7	eV Å⁻¹
frontier orbital gap	7.589	eV
HOMO	-9.36	eV
M	405.7	g/mol
structure (SMILES)	C#CI.II
LUMO level	-1.77	eV

Positions of all 6 atoms, in Å:
C 1.413 0.305 -0.735
C 0.859 1.188 -0.186
I 0.175 2.568 1.153
H 1.613 -0.647 -1.046
I -2.085 -1.581 -0.925
I -1.974 -1.833 1.738

Density functional theory data (the ωB97M-V functional and the def2-TZVPD basis) for a 2-piece molecular cluster, C2HIN2O2 overall at a distorted geometry.

largest force on an atom	4.6	eV Å⁻¹
frontier orbital gap (alpha / beta)	7.221 / 9.224	eV
HOMO (alpha / beta)	-8.32 / -9.74	eV
M	211.9	g/mol
LUMO level (alpha / beta)	-1.10 / -0.52	eV

Positions of all 8 atoms, in Å:
C 3.342 -1.290 -0.539
C -0.729 -2.571 0.071
N 2.920 -2.233 -1.022
N -0.348 -0.605 -1.254
O -0.862 -3.288 1.004
O -0.502 -1.427 -0.219
I 3.850 0.442 0.276
H 0.592 -0.493 -1.296

Density functional theory data (the ωB97M-V functional and the def2-TZVPD basis) for a 2-piece molecular cluster, C2HIN2O2 overall at a distorted geometry.

largest force on an atom	4.3	eV Å⁻¹
frontier orbital gap (alpha / beta)	7.862 / 7.861	eV
HOMO (alpha / beta)	-8.86 / -8.86	eV
M	211.9	g/mol
LUMO level (alpha / beta)	-1.00 / -1.00	eV

Positions of all 8 atoms, in Å:
C 0.433 -2.091 -0.066
C -0.772 1.884 -0.196
N 0.692 -1.008 0.373
N 1.411 -0.046 0.625
O 0.113 2.110 -0.886
O -1.736 1.791 0.370
I -1.321 -3.320 -0.162
H 1.180 0.680 -0.057